1.
C42H44O3P2ReS | the ωB97M-V functional and the def2-TZVPD basis

Positions of all 93 atoms, in Å:
H: -0.421042 1.284561 3.666631
C: -4.327078 3.060376 -1.101957
C: 10.428088 -5.493016 3.819563
C: -4.007176 4.300120 -1.680669
C: 6.040781 -12.016316 1.818420
H: 6.311937 -5.575248 4.440979
C: 0.190246 1.243464 1.596400
C: 4.688677 -11.682969 1.702575
C: -2.250895 2.118663 -1.905433
C: 1.405762 -0.642705 2.843482
H: 1.287402 -2.808456 2.541648
Re: 0.117807 -0.336513 0.151654
H: 3.930800 -12.467352 1.683195
H: 6.339101 -13.063639 1.880396
C: -2.812982 4.415251 -2.397989
H: 9.021283 -5.054222 0.220628
C: 5.257913 -9.319000 1.632269
H: -4.437557 6.347867 -1.144972
S: -1.101955 0.775470 -2.123124
H: -5.816291 5.237575 -0.993522
C: 2.954413 -7.575618 1.635950
C: -3.475311 1.961928 -1.231633
P: 6.696477 -5.281311 1.959625
H: 10.814617 -5.617028 4.830951
H: 4.875298 0.122022 2.375666
C: 5.246755 -0.908321 2.299299
C: 0.156118 -7.721908 1.596456
H: 2.833893 -7.757866 -0.528337
H: 8.062388 -11.271205 1.933184
C: 9.417457 -5.168340 1.233730
C: -1.456800 -1.024619 1.479795
H: 7.229768 -0.438261 3.021574
H: 8.390456 -5.643361 4.458690
H: -1.791898 -0.569423 3.576666
C: 5.210417 -7.089675 3.290426
H: -0.937895 -7.758861 1.580531
C: -1.944933 3.334580 -2.534597
C: 8.521409 -5.292521 2.321639
C: 6.558661 -1.216883 2.658527
C: 2.230280 -7.490233 2.827615
C: 0.836177 -7.578967 2.808642
H: -0.002982 -2.138412 3.549383
H: -3.736320 0.975492 -0.853629
H: 0.283092 -7.519224 3.744610
C: 4.393099 -1.919137 1.828671
H: -5.276932 5.799988 -2.586816
C: 9.045284 -5.491308 3.605694
C: 6.168047 -3.540177 2.117654
H: 4.173821 -4.028107 1.392156
H: 2.367289 -1.895247 -0.056520
C: 0.876254 -7.795292 0.395955
H: 2.273775 0.739080 1.327283
H: -5.275268 2.958858 -0.568983
C: 11.304761 -5.330614 2.743367
C: 4.845406 -3.238158 1.747735
P: 4.781757 -7.490138 1.583268
H: -1.513672 2.087571 2.548886
O: 0.127672 1.243646 -1.340926
H: 2.747070 -7.351071 3.775749
H: 12.380652 -5.322648 2.913971
H: -0.420650 -2.815183 0.879800
C: 1.317601 0.342144 1.679746
H: 4.803466 -7.718226 4.094310
H: 2.227474 -0.530436 -1.214889
H: 0.354115 2.237358 1.167883
H: -2.575539 5.361497 -2.888974
H: -2.349382 -1.405093 0.969113
C: 7.031441 -2.527763 2.549389
H: 8.064302 -2.763660 2.806670
C: 2.269775 -7.714643 0.408944
C: -0.308049 -1.882954 1.440029
H: 0.349585 -7.903314 -0.554115
C: -4.932720 5.478735 -1.594954
H: -2.806487 0.277874 2.430008
C: 6.046111 -6.025547 3.474592
H: 1.177554 -1.974539 -1.391162
C: 7.006592 -11.002214 1.844096
C: 10.795113 -5.178772 1.445491
C: 0.611201 -1.948369 2.653724
C: 1.670969 -1.311192 -0.663053
H: -1.053448 3.432917 -3.148795
O: -1.620832 -0.374588 -1.297705
O: -0.890002 0.528895 -3.519399
C: 4.300307 -10.342754 1.600861
C: 6.622825 -9.661553 1.748345
H: 3.378902 -1.679567 1.518845
C: -1.772053 -0.059556 2.604180
C: -0.873802 1.202645 2.668514
H: 1.055526 -0.144392 3.754984
H: 3.240645 -10.108317 1.508910
H: 2.466358 -0.874726 2.976781
H: 11.484105 -5.061906 0.604112
H: 7.385104 -8.880432 1.776258

Force components x, y, z for each atom (eV/Å):
H 0.045 0.022 -0.319
C 0.065 0.081 -0.158
C -0.126 0.068 -0.315
C 0.126 -0.347 -0.021
C -0.141 0.315 -0.047
H -0.160 -0.477 -0.310
C 0.945 -0.164 0.121
C 0.211 0.212 -0.001
C -0.545 0.143 -0.279
C 0.549 0.299 0.403
H -0.151 0.275 -0.040
Re -2.349 4.507 -3.472
H 0.213 0.257 0.014
H -0.058 0.327 -0.001
C 0.205 -0.293 -0.131
H 0.173 -0.024 0.302
C 0.304 0.312 -0.356
H -0.039 -0.217 -0.034
S -1.240 1.435 -1.191
H 0.175 0.108 -0.132
C -0.161 0.401 -0.756
C 0.650 0.033 -0.122
P 0.916 0.308 1.115
H -0.109 0.006 -0.279
H 0.250 -0.456 -0.035
C -0.216 -0.181 -0.122
C 0.183 0.033 -0.080
H -0.230 -0.020 0.308
H -0.370 0.193 -0.028
C -0.255 0.109 0.215
C -0.008 -2.544 1.588
H -0.210 -0.186 -0.119
H 0.157 0.065 -0.130
H 0.211 -0.210 -0.272
C 1.199 1.615 0.634
H 0.453 -0.062 0.019
C -0.088 -0.022 0.165
C 0.130 -0.264 -0.850
C -0.005 -0.074 0.006
C -0.116 0.038 0.015
C 0.070 0.071 -0.202
H 0.125 -0.057 -0.327
H -0.061 0.280 0.087
H 0.120 -0.039 -0.215
C 0.488 -0.208 0.120
H 0.115 -0.191 0.167
C 0.087 0.017 0.058
C -0.187 -0.006 -0.449
H 0.262 0.260 0.083
H -0.142 0.135 -0.174
C 0.076 0.056 0.113
H -0.094 -0.098 0.114
H 0.301 -0.057 -0.186
C -0.376 0.031 -0.099
C 0.066 0.355 0.064
P -0.005 -2.021 0.923
H 0.196 -0.279 0.060
O 0.207 -1.427 0.333
H -0.237 -0.064 -0.212
H -0.275 -0.029 -0.065
H -0.038 0.188 -0.191
C 0.805 0.053 0.593
H 0.246 0.405 -0.213
H -0.019 -0.288 0.176
H 0.007 -0.449 -0.186
H -0.027 -0.305 0.142
H 0.519 0.467 -0.523
C -0.181 0.089 -0.039
H -0.273 0.093 -0.059
C -0.017 0.017 0.315
C -1.975 -1.315 2.382
H 0.164 0.015 0.306
C -0.312 0.140 0.189
H 0.371 -0.166 0.112
C -1.471 -1.318 -0.165
H -0.132 0.048 0.034
C -0.149 0.066 0.000
C 0.040 0.027 0.207
C 0.233 -0.050 -0.153
C 1.381 -0.188 -0.090
H -0.059 -0.020 0.183
O 0.802 -0.137 0.135
O 0.180 -0.042 1.254
C -0.051 -0.049 -0.065
C -0.227 -0.080 -0.006
H 0.389 -0.079 0.117
C -0.596 0.560 -0.338
C -0.563 0.281 -0.120
H 0.253 -0.075 -0.091
H 0.258 -0.041 0.004
H -0.399 0.056 0.352
H -0.317 -0.068 0.291
H -0.160 -0.185 -0.045

Its energy is -3011.019253 a.u. The HOMO-LUMO gap (spin up / spin down) comes out at 6.47 / 5.19 eV. The total charge is +2. The spin multiplicity is 4. For the LUMO energy (spin up / spin down), the calculation gives -6.50 / -8.09 eV.

Löwdin atomic charge list, values in e, 2 entries: 0.123 -0.019


2.
C58H52FGeO2P4RhS2 | the ωB97M-V functional and the def2-TZVPD basis

Positions of all 121 atoms, in Å:
Rh: 0.061230 -0.815222 -0.641310
H: 1.058654 3.427352 -3.580382
C: 0.203209 2.995037 -0.407768
H: -5.827164 2.657544 -1.474745
C: 1.689685 -1.684761 -2.908259
C: 4.065216 3.120882 -0.192929
O: 3.888150 2.574002 1.140329
C: 2.062070 -3.141989 2.722137
C: -3.946720 -0.521154 3.360882
H: -4.824595 -2.000889 -0.023358
F: -0.637466 -2.556385 -4.236404
H: -4.004011 0.625026 -4.776084
C: -4.198034 1.350398 -0.984208
C: 1.879852 -3.129811 1.344605
H: -2.159035 -4.464474 -3.360803
H: -3.914312 -1.961116 1.783022
H: -4.396660 -5.280059 -2.726351
C: -0.985453 -3.303625 1.728698
H: -2.265974 2.420808 3.397998
H: -4.264184 1.558378 0.075628
C: -2.155816 -2.837626 -1.951220
C: 0.451366 1.411262 -4.029665
P: 0.715970 0.853812 -2.294281
P: -2.224132 -0.593812 -0.380421
C: -2.730556 -3.983186 3.788664
O: 5.593308 0.800803 0.792137
H: 3.454145 -3.394108 4.335733
C: 4.308133 -0.792380 -3.461689
C: -0.474143 4.129652 0.023727
H: -5.734324 2.169205 -3.892812
C: 0.674407 -5.640358 -0.023867
C: -0.082306 0.984864 -6.343683
H: -2.428596 -0.467555 -3.237814
H: 2.442091 -3.630278 -3.435795
C: -0.231241 2.318013 -1.544939
C: 0.762152 -6.585919 -2.235338
S: 1.149133 0.242542 1.235382
C: 0.229721 2.300354 -6.664193
H: 5.457974 -1.234848 1.235879
H: -0.128234 4.654957 0.906219
H: 2.860840 -3.327424 -0.564957
H: 3.582241 1.176894 -3.017534
C: 5.443156 3.717598 -0.372333
C: 0.297294 -4.232850 -1.968657
H: 3.301889 3.890157 -0.281906
H: -5.728800 -4.040442 -1.035198
C: 3.975003 -2.142181 -3.582719
C: -4.726217 -3.714980 -1.285411
H: 6.137089 -0.942961 -1.144175
C: -3.980373 -4.407419 -2.236120
H: 0.893807 4.198815 -5.914392
C: 2.048730 -0.336829 -2.819312
H: 3.860836 2.337668 -0.926180
C: -2.731317 -4.713316 2.607100
H: 0.157961 2.640535 -7.689481
C: 0.849936 -6.735776 -0.851356
H: 5.390200 -3.799769 2.851490
C: -2.778238 -0.199117 1.287742
H: -0.419566 0.299970 -7.111969
H: -3.406326 -5.552178 2.486444
C: 4.235390 -3.601368 1.050606
C: -4.201032 -2.584069 -0.689303
C: 2.984332 -3.347111 0.512146
H: -4.591606 -1.130370 3.983393
C: 6.215078 -0.498659 0.955477
C: -1.853264 -4.384017 1.581188
C: -5.079761 1.975571 -1.861196
C: -1.909737 -2.871333 3.915164
H: -1.646379 1.630016 1.138210
H: -1.935141 -2.275391 4.819109
C: 0.644257 3.173846 -5.669329
C: 0.045800 0.532979 -5.037760
C: -3.582253 -0.983189 2.102330
C: -2.297908 1.027953 1.767623
C: -4.056481 0.836208 -3.714568
C: -3.486108 0.701022 3.827230
C: -1.994459 3.916000 -1.821511
C: -3.257035 0.452609 -1.471459
C: -1.574388 4.591348 -0.684253
H: -1.842646 -4.970824 0.671628
H: -3.379200 -4.274057 4.606807
H: 1.055365 -7.708272 -0.420601
H: 7.326430 -1.882256 -0.227455
P: 0.272120 -2.910588 0.471311
C: 0.486651 -5.346044 -2.791375
C: 3.325992 -3.377942 3.260278
H: 5.624994 4.467532 0.398310
C: -3.174000 0.217143 -2.847234
C: 2.687538 -2.581972 -3.317893
C: -5.022967 1.708654 -3.218863
H: 0.407071 -5.233122 -3.868601
H: -3.773687 1.048516 4.811964
C: -1.329117 2.777056 -2.259492
H: 5.316584 -0.458226 -3.674763
C: 4.410019 -3.611378 2.429296
S: 2.888221 -0.095640 0.303709
Ge: -0.211835 -2.409289 -2.511750
H: 6.945082 -0.429518 1.762687
H: 5.073688 -3.801843 0.391751
C: 0.389163 -4.392926 -0.590326
C: -2.893667 -2.169807 -0.985668
H: 0.915550 -7.445406 -2.879003
H: -0.468274 -1.609425 2.952053
C: -1.063267 -2.513509 2.876121
C: 6.873334 -0.894779 -0.339464
H: -2.099093 5.478965 -0.353304
C: 0.742831 2.736375 -4.354663
H: 7.655124 -0.184328 -0.610553
C: 3.345505 0.122186 -3.085395
H: 4.729039 -2.854509 -3.897463
H: 0.752842 -5.749190 1.052704
H: -1.670129 2.260500 -3.142292
H: 1.079337 2.658707 0.130685
H: -2.845548 4.274590 -2.386769
H: 5.513536 4.199233 -1.350169
H: -0.190023 -0.500256 -4.802283
C: -2.646561 1.474697 3.031578
H: 6.210679 2.948881 -0.302208
H: 1.229775 -2.986021 3.390319
P: 4.254111 1.107559 1.647735
C: -2.714839 -3.957761 -2.580946

Force components x, y, z for each atom (eV/Å):
Rh 0.171 -0.033 -0.937
H -0.055 0.025 -0.063
C -0.114 0.165 -0.096
H 0.032 -0.010 0.007
C -0.563 0.567 0.420
C 0.075 -0.030 0.075
O 0.165 0.082 -0.042
C 0.126 0.009 -0.044
C -0.077 0.090 0.013
H -0.005 -0.038 -0.012
F 0.103 0.176 -0.317
H 0.018 0.024 0.043
C -0.040 -0.031 -0.035
C 0.056 0.075 -0.184
H -0.011 -0.022 0.051
H 0.036 0.013 0.010
H 0.003 0.028 0.041
C 0.061 0.036 -0.012
H -0.026 -0.036 -0.036
H -0.016 -0.016 -0.001
C 0.185 -0.035 -0.427
C -0.497 -0.360 -0.193
P -3.476 -1.369 -0.921
P 0.393 -1.130 -1.036
C -0.015 -0.016 -0.004
O 0.075 -0.031 -0.103
H -0.019 0.011 -0.038
C 0.025 0.048 -0.085
C 0.011 -0.164 0.120
H 0.040 0.019 0.005
C -0.108 0.040 -0.089
C 0.064 -0.023 0.013
H -0.049 -0.019 -0.019
H 0.030 0.001 0.062
C 2.300 0.892 0.644
C -0.004 -0.009 -0.008
S 0.366 0.205 0.039
C -0.026 -0.046 0.011
H -0.041 0.012 0.047
H -0.012 -0.009 -0.037
H 0.010 -0.063 -0.002
H 0.019 -0.020 0.034
C 0.026 -0.048 0.090
C 0.300 0.040 0.194
H -0.101 -0.001 -0.004
H 0.032 0.019 -0.013
C -0.058 -0.096 -0.018
C -0.028 0.037 -0.009
H 0.024 0.004 0.016
C 0.150 0.014 -0.051
H -0.011 -0.025 0.018
C 1.547 1.083 1.170
H 0.008 -0.071 0.008
C 0.005 0.022 -0.047
H -0.041 0.009 0.030
C -0.026 0.022 0.019
H -0.052 -0.035 0.001
C 0.368 0.374 0.092
H 0.028 0.024 0.011
H 0.049 0.019 0.005
C -0.038 0.022 -0.083
C 0.044 0.039 -0.001
C 0.015 0.003 0.104
H 0.057 0.011 -0.020
C -0.002 0.025 0.088
C -0.043 0.004 0.075
C -0.032 -0.011 0.025
C 0.129 -0.067 0.026
H -0.051 0.028 0.051
H -0.001 -0.001 -0.041
C 0.088 -0.022 0.055
C -0.073 0.078 0.137
C -0.157 0.046 -0.037
C -0.020 -0.054 0.033
C 0.006 -0.015 0.006
C -0.012 -0.033 -0.057
C -0.055 -0.131 0.122
C 0.257 0.302 0.059
C -0.026 0.012 -0.013
H -0.001 -0.004 -0.001
H -0.001 0.032 -0.055
H 0.020 0.040 -0.031
H 0.010 0.049 -0.016
P -0.298 -0.285 0.580
C -0.018 0.113 0.059
C -0.065 0.037 -0.021
H 0.018 0.005 -0.054
C -0.063 0.015 0.053
C 0.037 0.272 -0.009
C 0.070 -0.017 -0.007
H 0.029 -0.039 0.044
H 0.011 -0.006 -0.033
C -0.088 -0.023 -0.021
H -0.024 -0.030 -0.020
C 0.010 0.012 0.018
S 0.291 0.381 0.347
Ge -0.737 -0.827 0.282
H -0.031 0.043 0.039
H -0.046 0.044 0.026
C 0.001 -0.029 -0.100
C -0.252 -0.195 0.122
H -0.036 0.047 0.045
H 0.039 -0.022 0.057
C 0.005 -0.095 0.030
C 0.005 -0.012 -0.083
H 0.029 -0.010 -0.041
C 0.211 -0.064 -0.042
H -0.036 -0.024 -0.021
C -0.141 -0.363 -0.093
H -0.025 0.028 0.008
H 0.035 -0.019 -0.034
H 0.011 0.136 -0.041
H 0.020 0.038 -0.005
H 0.001 -0.050 0.026
H -0.035 -0.014 0.050
H 0.034 0.072 -0.085
C 0.042 -0.018 -0.007
H -0.010 0.044 -0.021
H -0.018 -0.032 0.041
P -0.252 -0.061 -0.037
C -0.269 0.198 0.118

Its energy is -6840.840407 a.u. The HOMO-LUMO gap (spin up / spin down) comes out at 6.02 / 5.11 eV. The total charge is +1. The spin multiplicity is 2. For the LUMO energy (spin up / spin down), the calculation gives -3.54 / -4.36 eV.

Löwdin atomic charge list, values in e, 2 entries: 0.062 0.111